[1]
Formula: C5H4O2
Source: the Open Molecules 2025 dataset
Level of theory: the ωB97M-V functional and the def2-TZVPD basis

Values from the calculation:
LUMO level, eV: -0.72
SMILES string: O=C1C=CCC1=O
HOMO-LUMO gap, eV: 8.703

Each line ends with the Löwdin charge.
Cartesian coordinates (Å):
H (1.8693, -1.1496, 0.6980)  0.1240
O (-0.5936, 2.2234, 0.2609)  0.1593
H (-0.4311, -2.2228, -0.0173)  0.1161
C (1.0483, -0.6885, 0.1758)  -0.0105
C (-1.1618, -0.0839, -0.2801)  -0.0831
O (2.1017, 1.4798, 0.0681)  0.1525
H (-1.5864, -0.0469, -1.2832)  0.1317
H (-1.9869, -0.1193, 0.4398)  0.1374
C (-0.1669, -1.1780, -0.0601)  -0.0202
C (-0.2784, 1.1035, -0.0343)  -0.3411
C (1.1557, 0.7402, 0.0499)  -0.3660

=====

[2]
Formula: C2H6N3O2
Source: the Open Molecules 2025 dataset
Level of theory: the ωB97M-V functional and the def2-TZVPD basis

Values from the calculation:
LUMO level (spin up / spin down), eV: 4.47 / 4.42
Total charge: -1
HOMO-LUMO gap (spin up / spin down), eV: 5.312 / 6.660

Each line ends with the Löwdin charge.
Cartesian coordinates (Å):
O (-1.0740, -2.1681, -1.0930)  -0.2478
C (0.3199, 0.2073, 1.8864)  -0.0640
H (-0.3977, -0.5210, 2.1494)  0.0522
H (0.1752, 1.0602, 2.4730)  0.0579
O (-0.8247, 1.6383, 0.3855)  -0.2005
N (0.0180, 0.6471, 0.5670)  -0.4355
H (1.2551, -0.2518, 1.7828)  0.0600
H (0.8244, 1.0024, -1.9146)  0.0383
N (0.5421, -0.1104, -0.3420)  -0.1203
H (-0.8119, 0.8064, -1.7714)  0.0875
N (-0.4553, -1.9185, -0.0813)  -0.0925
H (0.2583, -0.6109, -2.3582)  0.0455
C (0.1705, 0.2189, -1.6837)  -0.1808

=====

[3]
Formula: C20H33N4PSi
Source: the Open Molecules 2025 dataset
Level of theory: the ωB97M-V functional and the def2-TZVPD basis

Values from the calculation:
LUMO level, eV: -0.84
SMILES string: CP(C)c1nnc(CCCCCCCC[Si](C)(C)c2ccccc2)nn1
HOMO-LUMO gap, eV: 7.484

Each line ends with the Löwdin charge.
Cartesian coordinates (Å):
H (6.2771, -1.8494, 1.4283)  0.0949
H (3.7380, 4.8739, -0.8575)  0.0449
H (1.2226, -1.8342, -1.6895)  0.1098
H (2.6021, 2.6235, -2.3173)  0.0760
Si (4.1869, 2.6279, 0.1078)  0.5729
C (0.2037, 0.0523, -2.0634)  -0.1953
H (-10.3840, -2.6288, 2.0284)  0.0376
H (3.3992, 4.1027, 2.0635)  0.0316
C (6.4412, -0.9040, 0.8712)  -0.0736
H (1.8924, 0.7236, -3.4288)  0.1034
H (1.7610, 2.3770, 0.4904)  0.0801
H (-0.2779, -0.1498, -3.0538)  0.1086
C (7.7168, -0.5794, 0.2236)  -0.0965
P (-7.9964, -2.4649, 2.6116)  0.8652
C (1.6726, 0.6142, -2.3360)  -0.2047
H (-0.4333, 0.8037, -1.5219)  0.0959
H (4.5754, 3.8944, -2.1084)  0.0331
H (-0.7607, -3.0797, -0.6217)  0.1145
C (6.8982, 1.6584, -0.5587)  -0.0835
H (-2.1091, -1.6647, 0.6377)  0.1025
C (-2.1291, -1.3338, -0.4311)  -0.1892
N (-5.7899, -1.2168, -0.4720)  0.0872
H (4.0013, 2.4197, 2.6083)  0.0353
N (-4.4361, -2.7710, 0.8616)  0.0927
C (-6.5499, -2.2226, 1.3967)  -0.4916
H (-1.9882, -0.2231, -0.4446)  0.0997
N (-5.4314, -2.9103, 1.7141)  0.0410
C (5.6343, 1.3609, 0.0904)  -0.2518
C (4.5556, 4.1169, -1.0127)  -0.2038
C (7.9678, 0.6515, -0.4867)  -0.0823
C (1.9058, 2.0429, -1.6640)  -0.2371
C (4.1596, 3.2966, 1.9156)  -0.2006
H (5.5181, 4.5888, -0.6951)  0.0363
C (5.3911, 0.1002, 0.7969)  -0.0975
C (-4.6755, -1.9210, -0.1629)  -0.3005
H (5.2005, 3.6597, 2.1584)  0.0381
H (-3.3304, -2.7469, -1.6558)  0.1135
H (0.7447, -0.9435, -0.1900)  0.1084
H (-3.7210, -1.0126, -1.9749)  0.1140
H (-8.5957, -0.0813, 2.2137)  0.0316
C (-0.9478, -2.1100, -1.1580)  -0.2116
H (7.0242, 2.6348, -1.0865)  0.0906
C (2.4854, 1.8279, -0.1828)  -0.2507
C (0.3803, -1.2731, -1.1962)  -0.2152
C (-3.4730, -1.7417, -1.1658)  -0.1290
H (-9.3993, -3.1183, 0.5896)  0.0338
H (2.4249, -0.0711, -1.8610)  0.0943
H (4.3935, -0.0673, 1.2733)  0.0921
H (8.9317, 0.9226, -0.9639)  0.0940
H (-9.4596, -0.7774, 3.6902)  0.0366
H (-7.6982, -0.3528, 3.8233)  0.0339
H (-9.5809, -4.2769, 1.9967)  0.0270
H (-1.2529, -2.3402, -2.2114)  0.1035
N (-6.8049, -1.4017, 0.3487)  0.0459
H (8.5221, -1.3433, 0.2945)  0.0925
C (-9.4679, -3.2000, 1.7065)  -0.3264
H (0.9339, 2.6107, -1.6280)  0.1022
C (-8.4931, -0.7253, 3.1245)  -0.3333
H (2.4236, 0.7524, 0.1349)  0.0590

=====

[4]
Formula: C43H68BGeIrN8
Source: the Open Molecules 2025 dataset
Level of theory: the ωB97M-V functional and the def2-TZVPD basis

Values from the calculation:
LUMO level (spin up / spin down), eV: -6.10 / -6.22
Spin multiplicity: 2
Total charge: +1
HOMO-LUMO gap (spin up / spin down), eV: 3.123 / 3.095

Each line ends with the Löwdin spin population.
Cartesian coordinates (Å):
H (-2.4435, 2.3704, -5.0331)  0.0000
C (3.6839, 3.4160, 0.9207)  0.0002
H (4.3980, -2.8439, -4.0030)  0.0000
H (-2.1355, -0.7031, -2.0358)  0.0009
C (-4.7722, -0.1507, 2.5697)  0.0000
H (-0.6713, 0.6708, -5.3201)  0.0000
C (-0.7045, -0.7152, 3.2738)  0.0017
H (-1.0453, -3.9548, 5.3192)  0.0000
H (1.1112, 5.0411, -1.3823)  -0.0001
H (3.5751, 3.9138, -0.0407)  0.0000
H (4.1946, -2.7534, 2.8854)  -0.0001
C (-1.5143, -4.4696, 2.8382)  0.0000
N (1.8620, 0.2818, 0.6219)  0.0151
C (-1.9741, 0.7939, -3.5945)  -0.0002
C (-0.4769, -0.7278, 4.6462)  -0.0003
H (4.9908, 0.8298, 1.3154)  0.0000
Ir (0.0881, -0.5554, -0.3798)  0.8134
H (2.4568, -3.5816, 1.2480)  -0.0003
H (-6.1485, 2.0271, 3.6379)  0.0000
C (-1.3364, 3.2810, 1.5621)  0.0021
C (-0.7906, 4.6674, 1.7315)  0.0005
H (2.6823, 1.8520, -4.8753)  0.0000
H (-3.4766, 0.4452, -2.0836)  0.0001
C (-0.9491, 1.5655, -2.8082)  -0.0028
C (3.2015, 2.0133, 0.8637)  0.0007
H (4.8192, -1.1107, 2.7660)  0.0000
H (1.5281, 0.0617, -2.4573)  0.0029
H (2.1756, 0.5199, -5.9083)  0.0000
H (-2.4950, 0.6786, 0.0088)  0.0005
H (3.7956, 1.1788, -6.0552)  0.0004
H (-0.5862, -0.7359, -4.2640)  -0.0002
H (-3.1836, 2.3678, 4.3310)  0.0000
H (3.1797, -1.3877, 3.3505)  0.0000
C (1.3021, 4.4039, -2.2420)  -0.0001
C (4.1246, -2.1372, -4.7810)  0.0056
H (0.1693, 4.6371, 2.2371)  0.0000
H (-2.5820, -0.2312, 1.5200)  -0.0004
H (1.4497, -2.2929, 1.8923)  -0.0005
H (0.4606, -2.6837, -3.3087)  -0.0007
H (-3.7801, 1.2815, -4.6803)  0.0000
N (1.9347, 1.6316, 0.5965)  0.0037
H (-5.0277, -0.3282, 1.5263)  0.0000
N (-1.1015, -1.9070, 1.2178)  0.0446
H (-0.2021, 0.1921, 5.1384)  0.0001
H (0.5226, -5.1740, 2.8881)  0.0000
C (-1.2576, 0.0006, -4.6962)  -0.0006
H (-4.3457, 1.2057, 4.9495)  0.0000
C (-3.3437, 1.7750, 1.6526)  0.0029
N (-0.4672, -2.3762, -1.4507)  0.0276
H (3.2886, -2.5508, -5.3359)  0.0000
H (-5.2468, 3.2468, 2.7384)  0.0000
C (-1.0419, -1.9092, 2.6020)  0.0028
H (-3.1661, 3.8254, 2.4391)  0.0000
H (-3.0201, -4.4796, -1.5263)  0.0002
C (-4.2894, 1.2907, 2.7987)  0.0003
C (-1.1899, -3.0963, 3.3763)  0.0029
Ge (3.6638, -0.3700, -3.9956)  -0.0026
H (4.7377, 3.4134, 1.1842)  0.0001
H (-5.6650, -0.3164, 3.1657)  0.0000
C (-0.2991, -5.1218, 2.1775)  0.0000
C (4.4676, -2.0907, 0.2139)  -0.0005
H (-0.4605, 3.2027, -4.2278)  0.0000
C (-0.9523, -3.0478, 4.7414)  -0.0002
H (1.6740, -2.4522, 0.1395)  -0.0027
H (-4.0344, -0.8855, 2.8871)  0.0000
B (0.7555, 2.5578, 0.2481)  0.0006
N (-0.5154, 2.2995, 1.0883)  0.0041
H (0.5988, 0.8447, 2.6897)  0.0010
C (-3.6139, 1.3823, 4.1673)  0.0001
C (3.0098, 0.9308, -5.3481)  0.0023
C (-1.8758, -2.6606, 0.4875)  -0.0026
H (5.1026, 1.3201, -2.6488)  -0.0001
H (-2.7751, -3.1035, 0.9026)  0.0007
H (-3.3093, 2.5114, -3.5035)  0.0000
H (1.1137, 4.9685, -3.1520)  0.0000
H (5.6694, -0.3198, -2.3538)  -0.0001
H (3.1358, 3.9880, 1.6669)  0.0000
H (-1.4798, -4.4951, -3.7289)  0.0001
C (-2.9341, 1.8068, -4.2444)  0.0000
H (6.0859, 0.4952, -3.8551)  -0.0013
H (1.1106, 3.6669, 0.3812)  -0.0001
H (-1.9800, -0.5114, -5.3279)  0.0000
C (-2.7886, -0.1355, -2.6947)  0.0010
C (2.3058, -0.6558, -2.6665)  -0.0286
H (-1.4733, 5.2679, 2.3251)  0.0001
C (-2.3563, 0.7371, 1.0901)  0.0029
C (-0.3432, 2.7372, -3.2709)  0.0017
C (-1.3625, -3.8842, -2.8589)  -0.0013
C (-2.6128, 3.0334, 1.9573)  -0.0004
C (-0.3473, -2.9416, -2.6480)  -0.0005
H (-0.6632, 5.1646, 0.7738)  0.0000
C (3.3904, -1.6409, 1.2081)  -0.0005
H (-6.1153, 1.9800, 1.8766)  0.0000
H (-3.3658, -0.8337, -3.2962)  0.0001
C (3.0633, -0.2005, 0.9377)  -0.0029
H (-0.3869, -1.8779, 6.4454)  0.0001
C (2.1638, -2.5439, 1.1132)  -0.0065
H (-1.8185, -5.0874, 3.6868)  0.0000
H (-2.3533, -4.4639, 2.1468)  0.0000
H (5.3721, -1.5009, 0.3432)  0.0000
N (-0.9289, 0.9747, 1.3172)  0.1047
C (0.4392, 3.1983, -2.2327)  -0.0005
C (-5.5254, 2.1973, 2.7641)  0.0002
C (-2.1555, -3.8791, -1.7288)  -0.0020
C (5.3042, 0.3614, -3.1145)  -0.0108
H (4.9653, -2.0460, -5.4612)  0.0008
H (4.7124, -3.1385, 0.3721)  0.0000
H (-2.8409, 0.6256, 4.2717)  0.0001
N (0.3122, 2.3331, -1.2106)  0.0047
H (-4.0325, 2.0191, 0.8304)  0.0002
H (4.1213, -1.9604, -0.8097)  -0.0004
C (-0.4799, 0.6507, 2.6712)  0.0061
N (-0.5255, 1.3250, -1.5611)  -0.0018
C (3.9470, 0.8713, 1.0841)  0.0010
H (-0.9528, 1.3830, 3.3449)  0.0032
H (0.0246, -4.5593, 1.3061)  -0.0001
H (-0.5526, -6.1309, 1.8649)  0.0000
C (-0.5901, -1.8821, 5.3873)  0.0015
H (2.3508, 4.1111, -2.2262)  -0.0001
H (2.2824, -1.5611, -2.0850)  -0.0002
C (3.9337, -1.7269, 2.6430)  -0.0001
C (-1.5771, -2.9423, -0.8484)  0.0064

=====

[5]
Formula: C4H8NO3
Source: the Open Molecules 2025 dataset
Level of theory: the ωB97M-V functional and the def2-TZVPD basis

Values from the calculation:
LUMO level (spin up / spin down), eV: 0.33 / -4.36
Spin multiplicity: 2
HOMO-LUMO gap (spin up / spin down), eV: 9.392 / 4.702

Each line ends with the Löwdin spin population.
Cartesian coordinates (Å):
H (1.1750, 1.3183, 0.6821)  0.0004
N (-0.9563, 1.2823, -1.1244)  0.0015
C (0.4435, -2.1848, 0.3131)  0.0900
O (-0.0198, 3.3515, -1.0534)  0.0012
C (0.3765, 1.9746, 0.8267)  0.0004
H (-0.9048, 0.3149, -0.6954)  0.0000
H (-1.3025, 1.3543, -2.0990)  0.0000
H (-0.2458, 1.3645, 1.4666)  -0.0001
H (-1.3445, -3.4363, 1.2222)  0.0011
C (-0.7916, -2.4139, 1.3616)  0.1789
O (0.9872, -3.2291, -0.1225)  0.5519
H (0.7851, 2.8166, 1.3461)  0.0000
O (0.4594, -0.9368, -0.0085)  0.1606
H (-0.4081, -2.2490, 2.4518)  0.0071
C (-0.2117, 2.2147, -0.5432)  -0.0001
H (-1.3757, -1.4882, 1.2214)  0.0069

=====

[6]
Formula: C6H7F4NO2
Source: the Open Molecules 2025 dataset
Level of theory: the ωB97M-V functional and the def2-TZVPD basis

Values from the calculation:
LUMO level, eV: 0.61
SMILES string: N[C@@]1(C(=O)O)[C@@H](F)[C@]1(F)CC(F)F
HOMO-LUMO gap, eV: 9.821

Each line ends with the Löwdin charge.
Cartesian coordinates (Å):
F (3.2449, -0.3653, -0.1862)  0.0637
O (-1.7622, 2.3042, -0.5425)  0.1496
C (-1.0493, 0.0290, -0.2853)  -0.2470
F (0.7018, -1.6994, -0.7164)  0.1145
N (-1.5327, -0.1959, -1.5882)  0.1085
O (-0.4188, 1.7859, 1.0984)  0.1179
H (-1.9777, -1.1705, -1.6394)  0.1389
F (1.5718, 1.0163, -0.7572)  0.0496
H (-1.7863, 2.0401, -1.4438)  0.0812
F (-1.6256, -2.2982, 0.0143)  0.0312
H (0.7289, 0.1516, 1.8321)  0.1035
C (1.2803, -0.3978, 1.1251)  -0.0200
C (-1.1735, -1.1720, 0.6551)  -0.1439
C (2.2373, 0.4250, 0.2758)  -0.3559
H (-0.7881, 0.0214, -2.2416)  0.1052
C (0.2189, -0.9946, 0.3029)  -0.3051
H (-1.5950, -1.1605, 1.6907)  0.1863
H (2.6390, 1.3102, 0.7084)  0.1521
C (-0.9877, 1.4189, 0.1103)  -0.4902
H (2.0739, -1.0484, 1.5877)  0.1598